1.
16
Properties=species:S:1:pos:R:3:forces:R:3:lowdin_charge:R:1 method="wB97M-V/def2-TZVPD" homo_lumo_gap_ev=12.3 total_energy_ha=-159.54977 e_lumo_ev=1.139 de_lowest_ev=0.958 max_force_ev_per_a=1.874
H 2.4447 -0.6460 0.6882 0.579 -0.109 0.534 0.058
H 1.3832 1.6535 2.3931 0.372 -0.395 -0.274 0.067
H -1.2393 -1.8761 -1.4883 -0.348 0.174 -0.385 0.066
C -1.1725 -0.8849 -1.0255 0.983 -1.559 0.338 -0.196
H 2.3859 1.0769 0.2584 -0.601 -0.884 0.212 0.083
H 1.7305 -0.0652 2.8574 -0.350 0.735 -0.318 0.075
C 1.8107 0.2282 0.7207 0.453 0.789 -1.301 -0.172
H -1.2278 -1.1758 0.0153 -0.734 0.765 0.629 0.058
H -0.1039 -0.6553 -1.1433 -0.441 0.147 -0.287 0.040
H -3.0722 0.2386 -1.7003 -0.131 -1.052 0.348 0.059
H 1.0194 -0.1096 0.0434 0.137 0.771 0.208 0.012
H -1.7221 -0.1453 -2.7515 -0.104 1.625 -0.299 0.073
H -1.7531 1.1536 -1.3277 0.841 0.415 -0.804 0.061
H 0.2244 0.4281 2.1103 -0.920 -0.257 0.171 0.039
C 1.2753 0.6016 2.0867 0.615 -0.514 1.007 -0.169
C -1.9833 0.1777 -1.7369 -0.352 -0.650 0.221 -0.154



2.
16
Properties=species:S:1:pos:R:3:forces:R:3:lowdin_charge:R:1 method="wB97M-V/def2-TZVPD" charge=+1 homo_lumo_gap_ev="11.3 / 4.0" total_energy_ha=-159.15071 e_lumo_ev="-3.653 / -10.952" spin_multiplicity=2 de_lowest_ev=0.520 max_force_ev_per_a=1.599
H -0.9090 -2.1160 -0.6042 0.117 -0.043 -0.062 0.226
H 0.1075 0.5287 -1.7104 0.299 0.097 -0.230 0.045
H 1.5906 2.6493 -0.2443 0.191 -0.507 -0.617 0.073
C 0.0412 1.5880 -1.4471 -0.684 0.060 0.443 -0.160
H -0.5629 -0.2491 0.7786 0.553 -0.172 -0.070 0.079
H -1.3272 -1.2125 2.0011 0.379 -0.532 0.388 0.145
H 1.2529 0.9859 0.2439 0.114 0.213 0.218 0.040
H -1.0350 1.7783 -1.3649 0.160 0.141 0.094 0.069
C -0.4831 -1.2141 1.2876 -0.983 1.083 -0.646 -0.045
C 0.7995 1.8948 -0.1569 0.317 0.723 0.709 -0.178
H -0.5994 -3.3216 0.8325 0.086 -0.555 -0.042 0.118
H 0.3974 2.2027 -2.2567 0.131 -0.064 -0.429 0.066
H 0.4607 -2.3575 -0.3425 -0.116 -0.126 -0.135 0.219
H 0.4409 -1.2170 1.9351 -0.105 -0.088 0.224 0.190
C -0.4106 -2.3541 0.4148 0.028 0.452 0.334 0.041
H 0.2367 2.4141 0.6334 -0.487 -0.683 -0.179 0.073



3.
16
Properties=species:S:1:pos:R:3:forces:R:3:lowdin_charge:R:1 method="wB97M-V/def2-TZVPD" charge=+1 homo_lumo_gap_ev="13.5 / 4.3" total_energy_ha=-159.12165 e_lumo_ev="-3.101 / -11.443" spin_multiplicity=2 de_lowest_ev=1.311 max_force_ev_per_a=5.580
H 1.1299 1.6963 1.1002 -0.956 1.070 -0.251 0.102
H 0.6301 -3.5043 -1.1291 0.592 -0.339 0.054 0.094
H -0.7677 0.4829 1.0249 -0.734 0.629 0.107 0.114
H -0.9311 -2.7372 -0.8586 -0.373 -0.092 -0.493 0.149
C 0.0941 -2.5928 -1.2610 -0.682 1.550 1.453 -0.055
H 1.7184 -1.6495 -0.2280 -2.482 1.533 -0.820 0.166
H 0.0630 -0.6072 -0.1280 -0.620 0.449 0.060 0.089
H -0.0776 -2.2790 -2.2817 -0.827 -0.524 -1.225 0.127
C -1.0609 1.6027 1.2686 4.330 0.360 0.337 -0.049
H -1.0826 1.6793 2.3528 -0.483 -0.411 0.065 0.093
H -1.8597 1.9957 0.7549 -2.284 0.092 -0.957 0.051
H 0.2884 2.3061 -0.3309 -0.190 0.311 -0.023 0.068
H 0.9056 -0.7101 -1.6150 -0.022 1.124 -0.064 0.152
C 0.2300 2.3225 0.7572 0.692 -3.570 -0.099 -0.123
C 0.6658 -1.3279 -0.7280 4.179 -3.486 1.232 -0.051
H 0.4091 3.3000 1.1178 -0.141 1.305 0.624 0.072



4.
16
Properties=species:S:1:pos:R:3:forces:R:3:lowdin_charge:R:1 method="wB97M-V/def2-TZVPD" charge=+1 homo_lumo_gap_ev="11.1 / 2.3" total_energy_ha=-159.09867 e_lumo_ev="-3.526 / -12.388" spin_multiplicity=2 de_lowest_ev=1.937 max_force_ev_per_a=9.067
H 0.6426 -1.8297 -0.8579 -1.099 -0.663 -0.194 0.083
H -0.5543 -3.0057 -1.4480 0.055 -2.707 -1.465 0.029
H -2.1582 -1.2517 -1.9181 -0.493 0.294 -1.015 0.069
C -0.4523 -2.1022 -0.9977 1.759 3.478 0.856 -0.161
H -0.9203 -0.0211 -1.5106 -0.513 0.710 0.992 0.027
H -0.6092 0.8745 1.1555 -0.433 -0.428 0.243 0.093
H -0.4239 -0.9676 -2.6918 -1.071 -0.417 -1.314 0.070
C 1.4800 1.3907 1.2561 -4.108 7.809 2.086 0.065
C -0.0141 1.6817 1.5482 3.542 -3.022 -2.158 0.060
H -0.8729 -2.2069 -0.0358 -0.602 0.028 1.287 0.040
C -1.1166 -1.0160 -1.8602 1.988 -0.668 0.897 -0.146
H -0.5263 2.5630 1.1466 -0.191 1.556 0.152 0.179
H 1.6051 0.4525 1.4537 1.035 -6.638 0.558 0.058
H 1.9322 1.4674 0.2372 0.252 0.076 -0.753 0.210
H 2.0626 2.1024 1.8839 0.242 -0.208 -0.775 0.142
H -0.0744 1.8687 2.6388 -0.365 0.799 0.603 0.181



5.
16
Properties=species:S:1:pos:R:3:forces:R:3:lowdin_charge:R:1 method="wB97M-V/def2-TZVPD" charge=+1 homo_lumo_gap_ev="11.2 / 3.5" total_energy_ha=-159.14922 e_lumo_ev="-3.615 / -11.218" spin_multiplicity=2 de_lowest_ev=0.561 max_force_ev_per_a=0.962
H -1.2079 2.3610 -0.8389 0.204 0.022 0.146 0.148
H 0.8026 1.2979 -2.8170 -0.290 -0.715 0.111 0.174
H -1.0065 -1.0381 1.9942 0.132 0.081 -0.324 0.054
H -0.8031 1.4575 -3.4432 0.514 0.140 -0.181 0.161
C 1.1667 -1.4071 1.7636 0.024 -0.139 -0.193 -0.165
H -0.5699 -2.7253 1.6464 -0.084 0.052 -0.020 0.067
H -0.2903 -1.9640 3.2220 0.022 -0.345 -0.091 0.072
H 1.2197 -0.8237 0.8389 -0.076 0.360 -0.015 0.039
H 1.7972 -2.2662 1.5302 -0.045 -0.108 0.284 0.073
H 1.6162 -0.8625 2.5890 0.227 0.234 -0.215 0.069
H -1.3747 0.5597 -1.5355 0.438 0.097 0.373 0.198
H 0.0969 2.8923 -2.7054 -0.494 0.049 -0.190 0.110
C -0.7447 1.4960 -1.3355 -0.849 0.022 -0.451 0.026
C -0.1579 1.8390 -2.6117 0.307 0.790 -0.113 -0.037
C -0.2464 -1.8111 2.1405 -0.251 -0.063 0.506 -0.170
H -0.2978 0.9946 -0.4376 0.222 -0.479 0.374 0.180



6.
19
Properties=species:S:1:pos:R:3:forces:R:3:lowdin_charge:R:1 method="wB97M-V/def2-TZVPD" homo_lumo_gap_ev=6.0 total_energy_ha=-1899.91031 e_lumo_ev=-2.843 de_lowest_ev=2.795 max_force_ev_per_a=2.700
H -0.5733 -1.1716 0.1053 0.666 2.577 0.454 0.128
H 1.6270 -1.6690 -0.4316 -0.538 -0.479 -0.211 0.001
C -2.0589 0.5398 0.3482 -0.034 -0.202 0.122 -0.218
Cu 4.0011 1.7274 0.8748 -1.091 -0.911 -0.432 0.698
O 0.3504 0.7334 -0.5996 0.877 -0.253 2.249 -0.196
H 2.0852 1.2891 0.6976 -0.532 0.037 -0.198 0.048
H -2.1117 1.6703 -0.0071 0.190 -2.483 0.620 0.112
H 3.3643 -1.0290 -0.8418 0.608 0.475 -0.602 -0.002
C -3.0190 -0.4590 -0.5476 -0.656 -0.083 -0.072 -0.164
H 2.7446 -1.0490 0.9886 0.190 0.073 0.926 -0.008
B 2.4119 -0.8381 -0.1434 0.197 0.266 0.573 -0.448
H -2.4052 -1.0602 -1.3499 -1.145 1.304 1.566 0.077
H 2.3510 1.2015 -1.1781 -1.486 -0.699 1.673 0.111
H -0.1192 0.0836 1.4880 -0.271 -0.060 -2.457 0.136
C 1.7828 0.6755 -0.2693 0.378 0.353 -2.636 -0.318
C -0.4792 -0.0095 0.3613 -1.810 -0.624 1.031 -0.219
H -3.5606 -1.2527 0.1552 1.296 1.675 -1.480 0.078
H -2.4923 0.4991 1.4589 1.136 0.183 -2.362 0.106
H -3.8989 0.1184 -1.1094 2.024 -1.151 1.236 0.076